No. 1
{"formula": "C12H18Cl12F9O3PS2", "method": "ωB97M-V/def2-TZVPD", "homo_ev": -8.43, "homo_lumo_gap_ev": 7.18, "max_force_ha_per_bohr": 0.09489, "smiles": "O=S(=O)(O)CCCCPCCC(F)(F)C(F)(F)S(F)(F)(F)(F)F.ClC(Cl)Cl.ClC(Cl)Cl.ClC(Cl)Cl.ClC(Cl)Cl", "total_charge": 0, "symbols": ["O", "S", "O", "O", "C", "C", "C", "C", "P", "C", "C", "C", "F", "F", "C", "F", "F", "S", "F", "F", "F", "F", "F", "H", "H", "H", "H", "H", "H", "H", "H", "H", "H", "H", "H", "H", "H", "C", "Cl", "Cl", "Cl", "H", "C", "Cl", "Cl", "Cl", "H", "C", "Cl", "Cl", "Cl", "H", "C", "Cl", "Cl", "Cl", "H"], "positions_angstrom": [[-3.21, -1.25, -3.98], [-3.98, -0.79, -2.79], [-3.39, 0.42, -2.11], [-5.51, -0.30, -3.31], [-4.11, -2.10, -1.46], [-4.02, -3.58, -2.03], [-2.54, -4.13, -2.27], [-1.37, -3.11, -1.87], [-0.99, -3.19, 0.00], [0.85, -2.66, 0.10], [1.06, -1.12, 0.48], [0.63, -0.11, -0.69], [0.87, -0.64, -1.98], [-0.79, -0.05, -0.58], [1.13, 1.38, -0.48], [1.15, 1.59, 0.92], [0.17, 2.30, -0.96], [2.83, 1.80, -1.13], [2.38, 3.42, -1.12], [2.39, 1.67, -2.72], [3.41, 0.25, -1.03], [3.37, 2.04, 0.44], [4.34, 2.27, -1.64], [-5.65, 0.61, -2.97], [-5.18, -1.98, -1.05], [-3.42, -1.87, -0.60], [-4.56, -4.27, -1.28], [-4.59, -3.71, -3.00], [-2.41, -4.45, -3.35], [-2.39, -5.06, -1.62], [-1.52, -2.05, -2.24], [-0.42, -3.49, -2.38], [-1.13, -4.54, 0.45], [1.28, -3.27, 0.96], [1.45, -2.96, -0.82], [0.45, -0.86, 1.39], [2.15, -0.99, 0.77], [-0.47, 5.85, -0.25], [-1.45, 6.98, -1.20], [1.23, 6.34, -0.28], [-1.06, 5.76, 1.41], [-0.55, 4.86, -0.70], [6.57, 0.03, 0.71], [7.49, -1.25, -0.11], [5.34, -0.67, 1.77], [7.66, 1.09, 1.62], [6.07, 0.63, -0.05], [0.27, 6.82, 4.73], [-1.47, 6.60, 4.98], [0.79, 8.39, 5.34], [1.17, 5.51, 5.52], [0.47, 6.78, 3.67], [-0.13, -3.76, 3.87], [-0.35, -2.31, 2.87], [-1.63, -4.69, 3.95], [1.19, -4.76, 3.23], [0.14, -3.44, 4.87]], "lowdin_charge": [-0.315, 0.728, -0.369, -0.201, -0.226, -0.217, -0.251, -0.418, 0.862, -0.409, -0.175, -0.330, 0.066, 0.029, -0.323, 0.066, 0.074, 0.972, -0.202, -0.139, -0.172, -0.195, -0.160, 0.087, 0.115, 0.078, 0.117, 0.118, 0.110, 0.094, 0.058, 0.085, -0.058, 0.017, 0.091, 0.030, 0.113, -1.533, 0.530, 0.535, 0.531, 0.000, -1.548, 0.526, 0.522, 0.530, -0.008, -1.560, 0.505, 0.520, 0.516, -0.026, -1.482, 0.598, 0.528, 0.545, 0.018]}

=====

No. 2
{"formula": "C12H18Cl4N2NdO7", "method": "ωB97M-V/def2-TZVPD", "homo_ev": [-11.48, -11.48], "homo_lumo_gap_ev": [7.77, 7.81], "e_above_lowest_kj_mol": 108.5, "max_force_ha_per_bohr": 0.07003, "multiplicity": 4, "total_charge": 1, "symbols": ["Nd", "C", "N", "C", "C", "O", "C", "O", "C", "C", "O", "N", "C", "C", "H", "H", "H", "H", "H", "H", "H", "H", "H", "H", "H", "H", "H", "H", "H", "H", "Cl", "C", "Cl", "C", "O", "O", "H", "Cl", "C", "Cl", "C", "O", "O", "H"], "positions_angstrom": [[6.32, 11.10, 8.78], [7.60, 9.91, 14.00], [7.02, 10.71, 12.98], [6.00, 11.65, 13.40], [7.36, 10.59, 11.68], [6.97, 11.50, 10.86], [8.22, 9.48, 11.20], [7.74, 9.21, 9.90], [7.08, 8.00, 9.58], [5.55, 8.14, 9.66], [4.93, 9.29, 9.61], [4.86, 7.00, 9.86], [3.50, 7.05, 10.47], [5.20, 5.75, 9.14], [7.08, 8.99, 14.06], [7.43, 10.37, 14.99], [8.71, 9.73, 13.93], [5.73, 12.45, 12.69], [6.31, 12.06, 14.33], [5.08, 11.03, 13.63], [8.30, 8.58, 11.84], [9.26, 9.91, 11.02], [7.40, 7.19, 10.30], [7.41, 7.72, 8.61], [3.53, 7.77, 11.27], [3.33, 6.08, 10.92], [2.75, 7.34, 9.76], [4.52, 5.62, 8.28], [5.16, 4.89, 9.77], [6.19, 5.94, 8.73], [5.40, 10.79, 3.26], [5.77, 9.85, 4.70], [5.15, 8.21, 4.68], [7.21, 9.87, 5.41], [8.24, 9.69, 4.75], [7.01, 10.17, 6.66], [5.15, 10.34, 5.47], [6.17, 14.72, 6.23], [6.74, 14.60, 7.83], [8.16, 13.32, 7.66], [5.69, 14.18, 8.79], [5.32, 14.95, 9.63], [5.26, 12.93, 8.65], [7.26, 15.54, 8.04]], "lowdin_charge": [1.934, -0.034, -0.121, 0.010, -0.348, -0.157, -0.066, -0.227, -0.086, -0.339, -0.113, -0.125, 0.013, 0.015, 0.092, 0.116, 0.130, 0.113, 0.084, 0.134, 0.149, 0.191, 0.165, 0.133, 0.090, 0.101, 0.096, 0.121, 0.091, 0.085, 0.607, -1.076, 0.587, -0.677, 0.051, -0.292, 0.024, 0.721, -0.905, 0.522, -0.730, 0.134, -0.297, 0.084]}

=====

No. 3
{"formula": "C12H18ClN3O2S", "method": "ωB97M-V/def2-TZVPD", "homo_ev": -8.12, "homo_lumo_gap_ev": 8.74, "e_above_lowest_kj_mol": 0.0, "max_force_ha_per_bohr": 0.02145, "smiles": "CN(C)S(=O)(=O)N1CCN(c2cccc(Cl)c2)CC1", "total_charge": 0, "symbols": ["C", "N", "S", "O", "O", "N", "C", "H", "C", "N", "C", "C", "C", "C", "C", "C", "H", "Cl", "H", "H", "H", "C", "H", "C", "H", "H", "H", "H", "H", "H", "C", "H", "H", "H", "H", "H", "H"], "positions_angstrom": [[-0.09, 1.81, -3.06], [-0.03, 0.40, -2.74], [1.54, -0.26, -2.78], [2.46, 0.75, -3.17], [1.49, -1.50, -3.50], [1.90, -0.65, -1.21], [1.20, -1.76, -0.62], [0.98, -2.46, -1.42], [-0.07, -1.30, 0.10], [0.26, -0.27, 1.07], [-0.49, -0.14, 2.22], [-0.81, -1.27, 2.99], [-1.51, -1.15, 4.17], [-1.91, 0.08, 4.64], [-1.60, 1.20, 3.89], [-0.91, 1.11, 2.70], [-0.72, 2.01, 2.14], [-2.10, 2.76, 4.44], [-2.45, 0.18, 5.57], [-1.73, -2.04, 4.74], [-0.48, -2.25, 2.67], [0.86, 0.88, 0.44], [1.14, 1.61, 1.20], [2.14, 0.44, -0.29], [2.56, 1.26, -0.87], [2.87, 0.10, 0.44], [0.17, 1.35, -0.28], [-0.55, -2.14, 0.59], [-0.77, -0.88, -0.65], [1.88, -2.23, 0.11], [-1.04, -0.38, -3.41], [-1.04, -0.21, -4.49], [-0.83, -1.43, -3.23], [-2.02, -0.13, -3.00], [0.78, 2.30, -2.63], [-1.00, 2.23, -2.63], [-0.09, 1.99, -4.14]], "lowdin_charge": [-0.115, -0.334, 0.633, -0.268, -0.269, -0.236, -0.159, 0.115, -0.130, -0.096, -0.222, -0.029, -0.082, -0.125, -0.674, -0.055, 0.097, 0.669, 0.100, 0.106, 0.105, -0.144, 0.125, -0.160, 0.115, 0.134, 0.118, 0.116, 0.117, 0.134, -0.114, 0.094, 0.076, 0.093, 0.076, 0.093, 0.094]}

=====

No. 4
{"formula": "C12H18CuGeN2Se", "method": "ωB97M-V/def2-TZVPD", "homo_ev": -4.00, "homo_lumo_gap_ev": 6.96, "max_force_ha_per_bohr": 0.01423, "total_charge": -1, "symbols": ["Cu", "C", "Ge", "C", "C", "C", "H", "H", "H", "H", "H", "H", "H", "H", "H", "H", "C", "N", "C", "Se", "N", "C", "C", "C", "C", "C", "C", "H", "H", "H", "H", "H", "H", "H", "H"], "positions_angstrom": [[-1.14, -0.02, -0.63], [0.94, -3.89, 2.04], [-0.53, -2.80, 1.28], [-1.67, -2.27, 2.80], [-1.62, -4.10, 0.26], [0.04, -1.28, 0.27], [0.55, -4.75, 2.59], [1.54, -3.29, 2.73], [1.59, -4.25, 1.25], [-1.91, -3.14, 3.42], [-2.60, -1.82, 2.45], [-1.16, -1.53, 3.42], [-2.03, -4.88, 0.92], [-1.02, -4.58, -0.52], [-2.45, -3.58, -0.23], [1.07, -1.38, -0.08], [-1.76, 5.12, 0.34], [-1.09, 4.01, 0.96], [-1.08, 2.68, 0.56], [-1.81, 2.16, -1.10], [-0.41, 1.92, 1.40], [0.04, 2.76, 2.39], [0.80, 2.49, 3.53], [1.12, 3.54, 4.37], [0.69, 4.84, 4.11], [-0.07, 5.14, 2.98], [-0.37, 4.08, 2.14], [-2.07, 4.81, -0.66], [-1.08, 5.97, 0.25], [-2.64, 5.42, 0.91], [0.12, -0.46, 1.02], [1.12, 1.48, 3.73], [1.71, 3.35, 5.26], [0.95, 5.64, 4.80], [-0.41, 6.15, 2.78]], "lowdin_charge": [0.006, -0.252, 0.676, -0.239, -0.253, -0.441, -0.001, 0.002, 0.001, 0.003, 0.008, 0.006, 0.001, 0.002, 0.001, -0.050, -0.066, -0.102, -0.735, 0.583, 0.089, -0.238, -0.026, -0.124, -0.128, -0.039, -0.191, 0.027, 0.086, 0.091, -0.069, 0.105, 0.087, 0.086, 0.096]}

=====

No. 5
{"formula": "C12H18F2IN2O4P", "method": "ωB97M-V/def2-TZVPD", "homo_ev": -8.06, "homo_lumo_gap_ev": 6.21, "max_force_ha_per_bohr": 0.06305, "total_charge": 0, "symbols": ["C", "C", "C", "C", "C", "C", "P", "N", "C", "O", "F", "C", "O", "F", "O", "C", "C", "I", "O", "C", "C", "H", "H", "H", "H", "H", "H", "H", "H", "H", "H", "H", "H", "H", "H", "N", "H", "H", "H", "H"], "positions_angstrom": [[-1.00, -4.36, -1.57], [-0.95, -2.85, -1.41], [0.26, -2.22, -1.16], [0.31, -0.85, -0.97], [-0.84, -0.07, -1.03], [-0.80, 1.42, -0.80], [-0.46, 1.93, 1.02], [-1.21, 0.38, 1.70], [-0.64, -0.07, 2.89], [-1.23, -0.14, 3.93], [0.60, -0.53, 2.81], [-2.61, 0.47, 1.96], [-3.36, -0.40, 1.69], [-3.07, 1.58, 2.53], [-0.05, 2.44, 2.62], [1.32, 2.71, 2.71], [2.03, 2.09, 1.46], [3.88, 1.02, 1.91], [1.14, 1.22, 0.88], [-2.04, -0.70, -1.31], [-2.10, -2.08, -1.50], [-1.11, -4.80, -0.58], [-0.04, -4.70, -1.96], [-1.84, -4.65, -2.20], [1.18, -2.79, -1.08], [1.24, -0.33, -0.74], [-1.78, 1.80, -1.11], [-0.05, 1.90, -1.43], [-1.67, 2.68, 1.00], [0.17, 3.15, 0.50], [1.77, 2.26, 3.59], [1.50, 3.79, 2.67], [2.37, 2.80, 0.72], [-2.95, -0.12, -1.36], [-3.07, -2.52, -1.71], [3.03, 0.11, -2.94], [2.30, -0.61, -2.80], [2.57, 1.02, -3.03], [3.65, 0.13, -2.13], [3.57, -0.09, -3.78]], "lowdin_charge": [-0.052, -0.287, -0.062, -0.092, -0.292, -0.220, 0.622, 0.021, -0.559, 0.152, 0.127, -0.549, 0.169, 0.134, -0.284, -0.288, -0.814, 0.720, -0.406, -0.044, -0.032, 0.083, 0.068, 0.073, 0.103, 0.078, 0.077, 0.065, 0.034, 0.038, 0.090, 0.115, 0.049, 0.114, 0.114, 0.332, 0.136, 0.160, 0.152, 0.154]}

=====

No. 6
{"formula": "C12H18N2O5", "method": "ωB97M-V/def2-TZVPD", "homo_ev": -9.32, "homo_lumo_gap_ev": 9.75, "e_above_lowest_kj_mol": 41.8, "max_force_ha_per_bohr": 0.01096, "smiles": "N[C@@H](Cc1ccccc1)C(=O)O.N[C@@H](CO)C(=O)O", "total_charge": 0, "symbols": ["C", "C", "C", "C", "C", "C", "C", "C", "C", "C", "C", "C", "H", "H", "H", "H", "H", "H", "H", "H", "H", "H", "H", "H", "H", "H", "H", "H", "H", "H", "N", "N", "O", "O", "O", "O", "O"], "positions_angstrom": [[-3.59, -0.59, 2.68], [-2.78, 0.54, 3.29], [-3.23, -0.79, 1.19], [-1.76, -1.10, 0.97], [-0.86, -0.08, 0.66], [-1.28, -2.40, 1.11], [0.49, -0.35, 0.50], [0.07, -2.68, 0.94], [0.96, -1.66, 0.63], [3.06, 1.21, -2.53], [3.13, 1.45, -4.05], [3.82, -0.07, -2.23], [-5.27, 0.53, 2.38], [-5.58, -1.06, 2.59], [-3.33, -1.48, 3.25], [-3.84, -1.62, 0.81], [-3.52, 0.11, 0.64], [-1.23, 0.94, 0.56], [-1.98, -3.21, 1.34], [1.18, 0.45, 0.25], [0.43, -3.70, 1.05], [2.02, -1.87, 0.50], [-2.52, 2.39, 3.15], [1.30, 1.96, -1.81], [1.64, 0.45, -1.30], [3.59, 2.04, -2.04], [3.38, -0.90, -2.82], [4.87, 0.05, -2.55], [4.12, -1.16, -0.65], [1.35, 0.96, -3.97], [-5.00, -0.29, 2.92], [1.67, 1.07, -2.10], [-1.97, 0.44, 4.18], [-3.06, 1.72, 2.69], [4.15, 1.78, -4.60], [3.71, -0.31, -0.84], [1.98, 1.22, -4.68]], "lowdin_charge": [-0.315, -0.495, -0.111, -0.225, -0.028, -0.037, -0.089, -0.074, -0.079, -0.279, -0.511, -0.203, 0.078, 0.079, 0.153, 0.122, 0.121, 0.116, 0.116, 0.086, 0.104, 0.092, 0.134, 0.105, 0.025, 0.159, 0.141, 0.133, 0.096, 0.094, 0.059, 0.058, 0.124, 0.097, 0.107, -0.064, 0.111]}